The ion C3H5O3S with charge -1, computed with wB97M-V/def2-TZVPD.

Geometry as XYZ:
```
12
C3H5O3S wB97M-V/def2-TZVPD
S 1.6807 -0.3146 -1.2239
O -2.2441 -1.0624 -0.9199
O -1.4716 1.1003 -0.7820
O 1.0538 1.3877 0.6361
C 1.0709 0.0048 0.4488
C -1.5217 -0.1531 -0.4963
C -0.4526 -0.6242 0.5892
H 1.7814 -0.4025 1.0768
H -0.7337 -0.3178 1.6210
H -0.2512 -1.7066 0.5792
H 0.9445 0.4396 -1.8442
H 0.1435 1.6489 0.3153
```

Results
SMILES string: O=C([O-])C[C@H](O)S
Energy relative to the best compared isomer or geometry (same formula, charge and spin) (eV): 0.000
Charge: -1
Spin multiplicity: 1
Total energy (Eh): -741.27426
HOMO-LUMO gap (hartree): 0.30043

***

A structure of composition C28H47BrNO8P3PdSi, computed with wB97M-V/def2-TZVPD.

Geometry as XYZ:
```
90
C28H47BrNO8P3PdSi wB97M-V/def2-TZVPD
Pd 0.9209 -1.8146 0.6168
Br -1.0306 0.5853 0.3788
P 2.9176 -1.0206 0.8555
P 1.3043 -3.3342 -2.2080
P 0.4305 -4.8217 0.4126
Si -2.6543 2.1457 0.2461
O 0.8246 -1.3078 2.5076
O -0.4676 -6.1479 0.6259
O 0.7702 -2.1824 -1.3784
O 0.4681 -3.2340 -3.5762
O -0.4344 -3.6422 0.7321
O 1.7957 -1.0914 4.4982
O 1.7950 -5.0181 0.9986
O 2.7451 -3.5279 -2.5066
N 2.0543 -5.7948 -1.4764
C 1.8632 -1.2658 3.3060
C 6.4816 -2.9108 -1.2978
C 6.2588 -1.5528 -1.4519
C -3.0184 2.6223 2.0699
C -3.8133 1.0822 -2.1289
C 4.3118 -1.7159 -0.0558
C 0.7828 -4.9639 -1.4315
C 2.9791 0.7756 0.6979
C 5.6164 -3.6782 -0.5272
C -3.8611 3.9067 2.1499
C -0.8961 4.3804 0.0478
C 3.1800 2.9798 1.6410
C -1.1138 3.0578 -2.0129
C -0.3338 -5.6490 -2.2071
C 4.5255 -3.0897 0.0842
C -1.7326 2.8275 2.8903
C 3.2020 1.6000 1.7962
C 2.9445 3.5361 0.3936
C -4.1144 1.2651 -0.6338
C 2.7088 1.3400 -0.5489
C -1.8950 3.5737 -0.7942
C 3.1996 -1.4620 2.5878
C 5.1756 -0.9496 -0.8263
C 2.7084 2.7151 -0.7024
C -4.3680 -0.1432 -0.0714
C -3.7912 1.4986 2.7780
C -5.4087 2.0858 -0.5019
C -2.9887 4.5337 -1.2914
H -0.0919 -5.7319 -3.2672
H 2.5029 3.1489 -1.6726
H -0.4106 5.1207 -0.5982
H -1.2380 -5.9465 1.1709
H 7.3307 -3.3765 -1.7812
H 3.8220 -3.6904 0.6523
H -2.5177 5.3771 -1.8077
H 3.3470 3.6171 2.4993
H -0.3003 2.3944 -1.7173
H -3.5896 4.9429 -0.4778
H -3.6640 4.0568 -2.0026
H -3.9068 1.7666 3.8330
H 2.9260 4.6121 0.2756
H -5.3013 3.1045 -0.8796
H -5.7563 2.1436 0.5294
H -1.7388 2.5279 -2.7290
H -0.2657 -2.6161 -3.4693
H -4.7906 1.3508 2.3699
H 2.7420 -5.2277 -2.0198
H 3.3840 1.1799 2.7766
H -3.3170 4.7816 1.7936
H 1.9092 -6.7194 -1.8713
H -3.7660 2.0288 -2.6673
H 6.9316 -0.9559 -2.0534
H -0.6754 3.9173 -2.5323
H -6.2000 1.6026 -1.0847
H -0.5459 -6.6328 -1.7888
H 4.0166 -0.9189 3.0601
H -1.1348 1.9173 2.9371
H 3.4393 -2.5267 2.6124
H -4.6177 0.4913 -2.5791
H -3.5071 -0.7950 -0.2202
H -1.2441 -5.0562 -2.1208
H -0.1171 3.7446 0.4702
H -1.1010 3.6279 2.5120
H -3.2521 0.5502 2.7387
H 2.3752 -5.8367 -0.4820
H -4.7929 3.8357 1.5855
H 5.0128 0.1147 -0.9341
H 2.4912 0.6987 -1.3967
H -4.6103 -0.1486 0.9887
H -2.8766 0.5439 -2.2886
H -5.2175 -0.5804 -0.6069
H -2.0183 3.0893 3.9146
H 5.7945 -4.7401 -0.4124
H -4.1253 4.0942 3.1958
H -1.3764 4.9254 0.8594
```

Results
Energy relative to the best compared isomer or geometry (same formula, charge and spin) (eV): 0.283
Spin multiplicity: 1
Total energy (Eh): -5767.62380
HOMO-LUMO gap (hartree): 0.31389

***

A structure of composition C33H33N7NiO2P, computed with wB97M-V/def2-TZVPD.

Geometry as XYZ:
```
77
C33H33N7NiO2P wB97M-V/def2-TZVPD
Ni 0.8391 0.4111 1.7828
P -0.1145 2.3167 0.6863
O 0.7519 1.7773 3.3075
O -0.3471 3.4285 4.2445
N -3.2777 -0.6223 -3.5798
N 1.7938 -1.0237 2.8703
N 1.6413 -2.3163 4.6959
N 0.7139 -1.1082 0.2927
N -0.4414 -2.9094 -0.2623
N -0.8817 -0.6288 2.6514
N -2.9095 -2.3955 -1.8699
C 1.0386 -1.4290 3.8922
C 2.0480 2.7241 -0.9404
C 0.6168 3.2687 -3.2074
C 4.0819 -3.2402 4.6336
C -1.9412 2.3241 0.3480
C 4.0690 -1.8749 2.0721
C -0.0788 3.0933 -2.0245
C 2.3072 -1.7058 -3.0141
C -2.0290 0.1811 -3.9399
C 0.1901 2.9387 3.2884
C -4.7293 2.1282 -0.3618
C 2.0064 3.2647 -3.2832
C 5.0973 -2.7050 2.4692
C 2.0996 -1.0779 -1.8100
C 0.6655 2.7567 -0.8956
C -3.0848 -1.6047 -2.7085
C 0.6348 -3.3737 -2.4833
C 2.9886 -1.7063 3.0248
C -0.9334 -1.9394 1.8927
C 2.7103 2.9983 -2.1290
C -4.1073 3.3560 -0.1602
C 5.1409 -3.3536 3.7445
C 1.1984 -1.6330 -0.8938
C -2.5571 1.1044 0.0828
C 0.4568 -2.6845 -1.3066
C -2.7381 3.4416 0.1718
C -4.5316 -0.4809 -4.3714
C -3.9077 0.9899 -0.2270
C -0.3596 -0.8894 4.0057
C 0.0680 3.6725 1.9045
C 3.0024 -2.4447 4.2216
C -0.2367 -1.9585 0.6242
C 1.5622 -2.8624 -3.3928
H -1.3979 0.1702 -3.0599
H -4.3183 0.0140 -0.4705
H -0.8056 4.3045 1.9538
H 6.0348 -2.6691 1.8862
H -1.1480 3.1715 -1.9891
H -2.3432 4.4551 0.2912
H -1.4910 -0.3900 -4.7317
H -5.2145 0.0971 -3.7845
H -0.3893 0.0400 4.6623
H -2.2818 1.1541 -4.3266
H -1.7839 -0.2218 2.7567
H -4.2865 0.0616 -5.2780
H 2.6295 -0.1647 -1.6152
H 2.4838 3.3698 -4.2579
H -1.1869 -3.5714 -0.3464
H -0.9454 -1.6854 4.4824
H -4.9790 -1.4266 -4.5684
H 1.6915 -3.1751 -4.4246
H 3.7896 3.0628 -2.1088
H -1.9580 0.2212 0.0873
H 0.9198 4.2574 1.6012
H -0.0010 3.4707 -4.0511
H 2.6162 2.5602 -0.0412
H 4.2237 -1.3194 1.1975
H -4.6690 4.2847 -0.2278
H -0.0286 -4.1992 -2.7941
H -0.5243 -2.7841 2.5249
H -5.7341 2.0760 -0.6236
H 6.1332 -3.7347 4.0032
H 1.3117 -2.5260 5.6302
H 4.1765 -3.6420 5.6218
H -1.9630 -2.2170 1.7291
H 2.9224 -1.2525 -3.7749
```

Results
Energy relative to the best compared isomer or geometry (same formula, charge and spin) (eV): 1.669
Charge: +1
Spin multiplicity: 3
Total energy (Eh): -3660.61089
Expectation value of S²: 2.01
HOMO-LUMO gap (spin up / spin down) (hartree): 0.33011 / 0.30602

***

A cluster of 2 separate species, C28H30O5S in total, computed with wB97M-V/def2-TZVPD.

Geometry as XYZ:
```
64
C28H30O5S wB97M-V/def2-TZVPD
S -3.5119 -3.3796 -6.0414
O -4.1902 -3.8786 -7.2300
O -7.0846 -2.4816 -4.7089
O -2.8283 -4.2289 -5.1040
O -4.9037 -1.1287 -5.8499
O -5.6962 -4.2579 -4.3470
C -2.6372 3.1396 -1.8319
C -6.8339 -5.0907 -4.0421
C -0.8405 -4.7909 1.7770
C -4.7025 -2.2792 -5.2179
C -2.0033 -1.0943 -1.2803
C -1.3720 1.5899 -3.7610
C -2.2284 -0.9429 -6.1719
C -1.3176 -2.8635 0.3381
C -1.8828 -2.4540 -8.0474
C -1.4315 2.9651 -3.9171
C -6.3470 -6.5094 -4.0454
C -1.3475 -2.2772 -0.9664
C -2.0358 0.9253 -2.6886
C -2.0745 -2.9122 2.6717
C -1.0222 -0.1966 -8.1236
C -2.1362 3.7518 -2.9902
C -5.9684 -2.9864 -4.7059
C -2.5834 1.7713 -1.6786
C -2.4166 -2.1713 -6.7864
C -1.5209 0.0514 -6.8430
C -0.6894 -4.1211 0.5715
C -1.9315 -2.2385 1.4649
C -1.5782 -4.2138 2.8224
C -2.3973 5.2042 -3.2360
C -5.8050 -1.1543 -7.0164
C -2.0583 -0.5047 -2.5421
C -1.8439 -5.0066 4.0607
C -1.1936 -1.4463 -8.7287
H -1.4950 5.8086 -3.3815
H -5.5369 -0.2490 -7.5657
H -2.4352 -4.4285 4.7746
H -3.0064 5.3136 -4.1407
H -2.0198 -3.4444 -8.4803
H -2.6433 -0.7784 -5.1779
H -0.7694 0.9908 -4.4497
H -2.9800 1.3124 -0.7717
H -6.9775 -7.1522 -3.4237
H -7.2368 -4.7921 -3.0684
H -5.3113 -6.5625 -3.7127
H -2.5994 -2.4430 3.5087
H -0.4677 0.5844 -8.6389
H -2.9543 5.6320 -2.3972
H -0.4103 -5.7848 1.9182
H -6.8305 -1.1166 -6.6291
H -1.9364 -1.1393 -3.4049
H -0.0963 -4.5592 -0.2298
H -0.8290 -2.8103 -1.7723
H -0.9088 -5.3091 4.5454
H -1.3540 1.0061 -6.3451
H -2.4897 -0.5627 -0.4615
H -3.0737 3.7678 -1.0492
H -5.6137 -2.0492 -7.6316
H -0.9283 3.4648 -4.7540
H -2.3039 -1.2198 1.3830
H -6.3733 -6.9135 -5.0646
H -2.4019 -5.9259 3.8402
H -0.7919 -1.6663 -9.7175
H -7.5852 -4.9434 -4.8134
```

Results
Spin multiplicity: 1
Total energy (Eh): -1859.13530
HOMO-LUMO gap (hartree): 0.11070

***

Number 1: M 121.14 g mol⁻¹. Number 2: M 833.02 g mol⁻¹. Number 3: M 649.34 g mol⁻¹. Number 4: M 478.61 g mol⁻¹.